Entry 1:
Density functional theory data (ωB97M-V with the def2-TZVPD basis set) for C25H57N5OSi2 as an isolated structure at a distorted geometry.

```
! RIJCOSX wB97M-V def2-TZVPD def2/J DEFGRID3
* xyz 0 1
C 0.146 -6.473 1.342
C 1.369 -6.457 0.337
C 0.920 -6.337 -1.162
C 1.224 -4.944 -1.790
C 0.610 -3.795 -0.902
C -0.231 -2.750 -1.721
C -1.611 -2.492 -1.013
C -1.871 -0.946 -0.902
C -3.157 -0.728 -0.024
C -2.908 0.051 1.305
C -1.623 -0.396 2.067
N -0.559 0.628 2.156
N -0.401 1.568 1.239
C 0.648 2.333 1.629
N 1.161 3.429 1.037
N 1.112 1.805 2.786
C 0.355 0.749 3.128
O 0.417 -0.083 4.120
C 1.418 0.261 5.117
C 2.432 -0.916 5.299
C 1.653 -2.248 4.980
C 3.648 -0.873 4.318
C 4.814 -1.674 5.028
C 4.223 0.558 4.028
H 0.331 -5.689 2.099
H -0.038 -7.468 1.775
H -0.761 -6.147 0.797
H 1.984 -5.577 0.614
H 1.995 -7.356 0.480
H -0.183 -6.473 -1.209
H 1.330 -7.159 -1.785
H 2.314 -4.803 -1.906
H 0.718 -4.879 -2.774
H -0.083 -4.281 -0.192
H 1.392 -3.304 -0.289
H -0.396 -3.074 -2.765
H 0.335 -1.798 -1.736
H -2.399 -3.000 -1.597
H -1.652 -2.883 0.022
H -2.041 -0.596 -1.935
H -0.977 -0.435 -0.494
H -3.870 -0.133 -0.631
H -3.661 -1.700 0.145
H -3.767 -0.175 1.968
H -2.968 1.135 1.095
H -1.912 -0.615 3.112
H -1.245 -1.330 1.611
H -0.925 1.757 0.384
H 1.977 3.435 0.445
H 0.715 4.310 1.260
H 1.889 1.244 4.975
H 0.871 0.327 6.081
H 2.823 -0.928 6.335
H 0.725 -2.331 5.572
H 1.448 -2.329 3.896
H 2.353 -3.081 5.191
H 3.475 -1.388 3.355
H 5.770 -1.590 4.488
H 4.502 -2.725 5.161
H 4.940 -1.214 6.032
H 3.954 0.875 3.002
H 3.971 1.313 4.791
H 5.328 0.474 4.017
C -3.031 4.670 -0.988
Si -1.993 3.957 -2.405
C -2.547 2.163 -2.622
C -0.203 3.956 -1.798
N -2.227 4.897 -3.782
Si -1.457 4.566 -5.261
C -1.914 2.879 -5.978
C 0.428 4.675 -5.157
C -1.999 5.855 -6.532
H -2.893 4.076 -0.072
H -2.736 5.699 -0.776
H -4.092 4.657 -1.247
H -2.580 1.650 -1.649
H -1.862 1.602 -3.260
H -3.547 2.120 -3.057
H 0.185 4.975 -1.733
H 0.450 3.373 -2.451
H -0.145 3.511 -0.802
H -1.454 2.060 -5.420
H -1.569 2.799 -7.015
H -2.997 2.740 -5.977
H 0.734 5.602 -4.668
H 0.868 4.663 -6.161
H 0.854 3.832 -4.608
H -1.729 6.860 -6.199
H -3.081 5.817 -6.681
H -1.513 5.670 -7.495
*
```

The calculation puts the HOMO-LUMO gap at 0.187 Eh. The value obtained for the total energy is -52101.302 eV. For the largest force on an atom, the calculation gives 3.57 eV/Å.

Entry 2:
Density functional theory data (ωB97M-V with the def2-TZVPD basis set) for C25H58N2O2RuSi3 as an isolated structure at a distorted geometry.

```
! RIJCOSX wB97M-V def2-TZVPD def2/J DEFGRID3
* xyz 1 6
O -1.576 0.385 -1.299
O 0.376 1.900 -5.998
C -2.329 -0.571 -2.068
C -3.734 -0.895 -1.539
H -1.762 -1.496 -2.098
H -2.392 -0.250 -3.105
H -3.698 -1.203 -0.499
H -4.177 -1.712 -2.108
H -4.408 -0.043 -1.619
C -2.230 1.650 -1.139
C -2.566 2.440 -2.405
H -1.575 2.266 -0.532
H -3.149 1.518 -0.571
H -1.659 2.785 -2.886
H -3.145 3.328 -2.153
H -3.152 1.863 -3.118
C 1.468 2.772 -6.302
C -0.542 1.665 -7.067
C 1.257 4.130 -5.629
H 1.634 2.885 -7.375
H 2.385 2.335 -5.911
H 0.358 4.626 -5.992
H 2.103 4.791 -5.814
H 1.160 4.009 -4.551
C -1.258 2.928 -7.567
H -1.293 0.962 -6.711
H -0.038 1.167 -7.896
H -1.759 3.448 -6.752
H -2.014 2.672 -8.309
H -0.565 3.624 -8.037
H 1.664 -0.152 -4.586
Ru 0.000 0.000 0.000
C 2.564 -0.710 -4.428
Si 2.884 -1.992 -5.782
H 3.334 0.039 -4.549
H 2.731 -1.164 -3.484
C 1.308 -2.812 -6.386
C 4.012 -3.345 -5.156
C 3.781 -1.233 -7.244
C -0.055 -2.078 -0.102
Si 0.701 -3.351 1.085
H -0.028 -2.504 -1.103
H -1.107 -1.937 0.123
C 1.996 -4.382 0.210
C -0.633 -4.569 1.582
C 1.463 -2.643 2.631
H 4.119 -2.004 -7.936
H 4.658 -0.677 -6.915
H 3.144 -0.553 -7.802
H 0.868 -3.439 -5.612
H 1.508 -3.451 -7.244
H 0.566 -2.078 -6.689
H 3.687 -3.708 -4.185
H 5.034 -2.987 -5.059
H 4.027 -4.193 -5.839
H -1.244 -4.849 0.725
H -1.291 -4.167 2.348
H -0.193 -5.480 1.984
H 0.720 -2.144 3.248
H 2.244 -1.926 2.383
H 1.919 -3.426 3.235
H 2.331 -5.200 0.846
H 2.877 -3.802 -0.054
H 1.595 -4.822 -0.702
C -3.496 -0.332 1.817
C -2.228 0.063 2.475
C -2.311 0.355 3.855
C -1.168 0.673 4.582
C 0.075 0.654 3.961
C 0.120 0.349 2.599
N -0.996 0.136 1.843
N 1.281 0.219 1.715
Si 2.924 0.846 2.104
C 2.848 2.679 2.453
C 3.612 0.072 3.694
C 4.147 0.441 0.766
H -3.762 0.361 1.017
H -3.374 -1.387 1.507
H -4.360 -0.323 2.516
H -3.263 0.335 4.375
H -1.247 0.907 5.636
H 0.950 0.874 4.537
H 2.141 2.862 3.290
H 3.856 3.030 2.759
H 2.512 3.230 1.554
H 3.772 -1.018 3.595
H 4.594 0.530 3.923
H 2.963 0.243 4.569
H 4.181 -0.660 0.632
H 3.846 0.934 -0.179
H 5.148 0.804 1.082
*
```

The calculation puts the HOMO-LUMO gap (alpha / beta) at 0.282 / 0.239 Eh. The energy above the lowest of the compared OMol25 structures with the same formula, charge and spin comes out at 0.0 kcal per mole. The value obtained for the total energy is -60148.658 eV. For the largest force on an atom, the calculation gives 3.69 eV/Å.

Entry 3:
Density functional theory data (ωB97M-V with the def2-TZVPD basis set) for C25H58N2O2Si3Tl as an isolated structure at a distorted geometry.

```
! RIJCOSX wB97M-V def2-TZVPD def2/J DEFGRID3
* xyz 1 1
O -0.635 -1.070 -2.482
O 0.501 0.670 -3.747
C 0.130 -2.275 -2.886
C -0.591 -3.480 -2.371
H 1.142 -2.148 -2.454
H 0.185 -2.230 -3.984
H -0.659 -3.493 -1.278
H 0.006 -4.332 -2.679
H -1.589 -3.601 -2.805
C -1.928 -0.826 -3.230
C -1.880 -1.063 -4.705
H -2.212 0.207 -2.958
H -2.577 -1.534 -2.712
H -1.124 -0.480 -5.245
H -2.857 -0.746 -5.085
H -1.785 -2.126 -4.954
C -0.029 2.079 -3.556
C 1.844 0.353 -4.343
C -0.896 2.402 -4.726
H 0.873 2.686 -3.442
H -0.584 2.023 -2.607
H -0.359 2.347 -5.677
H -1.226 3.422 -4.568
H -1.781 1.758 -4.763
C 1.759 0.629 -5.807
H 1.986 -0.710 -4.099
H 2.556 0.973 -3.783
H 0.917 0.116 -6.287
H 2.678 0.242 -6.229
H 1.712 1.700 -6.003
H 0.145 -0.045 -2.921
Tl -0.360 0.207 1.267
C 1.579 0.032 -0.062
Si 3.306 0.469 0.139
H 1.238 -1.061 0.039
H 0.789 0.755 -0.497
C 4.280 -0.717 -0.945
C 4.090 0.292 1.828
C 3.593 2.246 -0.386
C -2.070 -1.064 0.759
Si -3.525 0.000 0.608
H -1.910 -1.309 1.862
H -2.068 -2.058 0.274
C -4.750 -0.795 -0.554
C -3.108 1.731 0.014
C -4.336 0.082 2.302
H 3.019 2.505 -1.293
H 4.666 2.393 -0.602
H 3.307 2.944 0.422
H 3.940 -1.753 -0.775
H 5.347 -0.647 -0.677
H 4.159 -0.474 -2.013
H 3.769 -0.624 2.359
H 3.874 1.169 2.466
H 5.191 0.235 1.691
H -3.491 1.876 -1.013
H -2.014 1.901 0.005
H -3.579 2.483 0.672
H -5.270 0.668 2.231
H -3.678 0.554 3.055
H -4.597 -0.935 2.652
H -5.751 -0.372 -0.365
H -4.794 -1.884 -0.382
H -4.483 -0.610 -1.607
C 0.725 -3.620 1.524
C 0.786 -2.834 2.804
C 1.115 -3.348 4.044
C 1.107 -2.498 5.147
C 0.787 -1.154 5.048
C 0.465 -0.645 3.781
N 0.496 -1.553 2.733
N 0.123 0.626 3.502
Si -0.044 2.127 4.329
C -1.389 1.889 5.582
C 1.579 2.464 5.153
C -0.485 3.530 3.181
H -0.277 -3.609 1.079
H 1.438 -3.259 0.774
H 0.980 -4.648 1.745
H 1.349 -4.389 4.080
H 1.361 -2.922 6.111
H 0.775 -0.478 5.914
H -1.153 1.053 6.243
H -1.486 2.794 6.186
H -2.344 1.688 5.094
H 2.373 2.591 4.414
H 1.501 3.378 5.745
H 1.853 1.642 5.818
H 0.297 3.685 2.432
H -1.439 3.352 2.678
H -0.576 4.451 3.771
*
```

The calculation puts the HOMO-LUMO gap at 0.253 Eh. The value obtained for the total energy is -62260.417 eV. For the largest force on an atom, the calculation gives 3.61 eV/Å.